[1]
ORCA calculation (ωB97M-V with the def2-TZVPD basis set) on C30H74F3GaN5O4 as an isolated structure in a non-equilibrium geometry.

Positions of all 117 atoms, in Å:
H: -3.672 1.990 0.688
N: 5.674 -2.438 -4.757
H: 8.879 -0.323 -2.915
C: -3.607 3.024 10.301
H: -5.788 1.324 6.634
H: -4.552 -1.868 7.137
H: 5.946 -2.710 -3.812
H: 8.707 -1.236 -5.680
C: 4.540 1.047 -9.775
H: 3.851 0.985 -11.823
C: 8.156 -0.985 -2.431
C: 0.462 -3.142 -0.857
N: -2.743 -1.238 5.096
C: 1.603 -1.740 -2.835
C: -4.715 1.374 6.836
C: 2.529 -0.976 -1.777
H: -4.183 1.785 5.975
F: -7.613 -2.199 -0.168
H: -3.284 1.231 11.484
H: 7.747 0.063 -10.268
H: 6.581 -1.296 -10.391
H: -1.731 -3.349 -0.994
O: 6.823 -0.685 -2.805
C: -0.633 0.892 1.179
H: -4.861 -1.478 -0.258
H: -2.057 -0.590 0.309
H: 3.186 1.170 -1.839
N: -4.368 1.749 -2.960
H: 1.364 -3.831 -0.836
C: -4.774 -0.994 6.515
H: -2.626 -0.501 -2.194
H: -2.679 0.114 1.872
H: -5.831 0.049 -0.013
H: -2.400 -1.951 5.737
H: -5.866 -0.893 6.500
H: 5.618 1.554 -7.989
H: -5.245 4.173 10.589
H: 4.123 -0.828 -9.149
H: 2.146 0.252 0.622
C: 4.760 0.764 -11.258
H: 5.561 1.389 -11.662
H: -1.067 -3.886 0.671
H: -4.429 4.578 9.272
H: 7.450 0.487 -4.409
H: -2.241 4.649 10.617
H: 1.454 0.968 -2.370
C: -5.338 -0.597 -0.808
H: 8.238 -0.855 -1.350
C: -0.903 -3.893 -0.454
H: -2.452 -0.363 5.532
C: -3.816 3.892 13.366
H: 8.308 -2.663 -4.710
H: -4.911 1.908 11.662
H: 0.608 -2.335 -0.059
C: 0.274 -2.375 -2.235
O: -3.479 4.629 12.203
O: 6.417 -0.163 -8.670
C: -4.097 1.735 10.955
H: 7.883 -2.614 -6.412
H: -4.267 0.693 4.120
H: 3.599 -1.049 -2.176
H: 2.555 -1.430 -0.746
H: -0.132 0.176 1.906
H: -1.948 3.308 11.710
H: 2.201 -2.506 -3.432
C: -2.140 0.371 0.916
H: -4.537 -2.266 4.810
C: 6.597 -1.382 -5.186
C: 7.951 -2.007 -5.506
H: -0.068 -3.166 -2.989
H: 6.214 -0.951 -6.117
H: 7.932 -1.388 -9.265
C: 1.687 0.942 -0.160
H: -0.595 -1.637 -2.185
H: 2.005 1.998 0.136
F: -6.042 -3.460 -1.258
H: -4.515 -0.672 3.048
H: 5.009 -0.280 -11.452
H: -0.676 1.960 1.546
H: 1.268 -0.961 -3.601
H: -5.854 -1.215 -2.899
H: -4.476 1.047 10.195
N: -4.765 3.766 9.787
C: -4.211 -1.263 5.106
H: -0.251 1.627 -0.963
H: -4.771 3.381 13.227
H: 4.750 -2.031 -4.629
C: -2.742 3.895 11.232
C: -6.994 -2.462 -1.401
N: 3.611 0.049 -9.232
H: 3.395 0.293 -8.268
H: 5.721 0.296 -4.174
H: -0.838 -4.960 -0.833
C: 5.849 1.108 -8.962
H: -3.939 4.600 14.188
H: 8.386 -2.029 -2.655
Ga: -3.742 0.493 -1.595
H: -5.251 1.409 -3.375
H: 6.588 1.764 -9.436
H: -0.141 -0.166 -0.690
C: -6.383 -1.081 -1.910
H: -3.037 3.175 13.640
O: -4.176 0.109 7.186
C: 0.102 0.840 -0.228
H: 4.065 2.031 -9.701
H: -5.813 -0.168 4.130
C: 2.227 0.589 -1.640
C: -4.730 -0.292 4.049
H: -2.981 2.735 9.450
C: -2.896 1.481 0.037
H: -2.206 2.294 -0.351
H: -3.696 1.735 -3.742
F: -7.971 -2.937 -2.284
H: -4.554 2.053 7.676
H: -7.174 -0.286 -2.013
C: 7.205 -0.709 -9.714
C: 6.673 -0.244 -4.150

LUMO level ... 1.93 eV
Kohn-Sham gap ... 0.22970 Eh
Electronic energy ... -3986.44757 a.u.
Total charge ... -1

***

[2]
ORCA calculation (ωB97M-V with the def2-TZVPD basis set) on C30H74F3InO14PS as an isolated structure in a non-equilibrium geometry.

Positions of all 124 atoms, in Å:
H: -4.067 5.277 -2.636
O: 1.602 4.162 1.072
H: 1.789 -2.090 -0.085
H: 3.119 -6.185 -0.538
O: 2.516 -9.266 -3.068
H: -3.736 11.052 4.675
C: 2.966 5.859 -1.302
O: -3.030 -0.502 2.996
H: -5.375 2.488 -0.800
H: 2.558 -7.563 0.421
H: -2.916 6.038 1.078
H: 5.480 -4.392 -8.561
H: 2.938 -3.974 -1.293
H: -0.051 4.908 -1.745
H: -5.315 -1.186 1.962
C: 5.419 -4.520 -7.481
H: -5.671 6.030 -2.686
H: 2.526 -6.578 -2.928
C: -4.130 10.030 4.655
H: -0.126 3.502 0.233
H: -3.187 2.760 0.231
H: -2.674 1.528 3.118
H: -5.302 8.848 0.816
H: 1.921 -5.628 -7.856
C: -5.233 10.076 2.558
O: -5.565 4.392 -1.485
H: -4.179 2.942 -2.023
H: -4.803 -1.999 5.417
H: 3.243 5.567 -2.322
H: -5.171 7.395 4.089
H: -3.342 0.925 1.589
H: -3.442 0.018 4.962
H: 3.034 -1.407 -1.139
C: -5.141 5.079 -2.648
H: -5.224 6.119 2.842
H: -6.045 10.711 2.191
In: 3.871 -1.149 1.539
H: -2.554 6.653 -0.544
C: -3.158 5.940 0.017
C: 1.602 0.981 3.265
C: 1.441 -8.387 -3.377
H: 0.767 -6.401 -2.993
C: 5.384 -6.254 -5.867
H: 0.707 -2.775 4.804
H: 2.028 -7.389 -7.654
P: 2.072 -0.833 3.328
C: 2.718 -7.200 -0.593
C: 2.182 -10.235 -2.093
C: 0.860 4.787 -1.150
C: -5.347 8.717 1.902
H: 6.186 -6.897 -5.492
H: -4.303 3.981 0.860
H: -4.213 6.173 -0.138
O: -5.768 -0.928 3.982
H: 1.251 5.301 2.762
H: 1.924 6.201 1.374
O: 1.462 -7.198 -1.259
O: -4.273 7.864 2.265
F: 7.803 -3.914 1.920
H: 1.656 -9.794 -1.244
O: 1.562 6.024 -1.203
H: -6.855 -0.396 2.347
F: 6.151 -4.842 1.037
C: -3.360 -0.869 4.325
H: -6.308 8.252 2.145
C: 6.640 -3.686 1.341
C: -4.621 6.928 3.270
C: 0.570 -1.838 2.874
C: 4.088 -7.033 -5.837
S: 5.539 -2.763 2.563
C: 1.579 -7.059 -2.665
H: 3.339 5.112 -0.598
H: 6.140 -3.846 -7.006
O: -2.826 4.637 -0.442
H: -0.347 -1.271 2.984
H: 0.665 1.178 3.768
H: -4.400 1.073 3.005
H: -2.534 -1.480 4.704
H: 1.561 -11.023 -2.537
H: -4.309 9.705 5.679
C: 2.581 -6.446 -7.569
H: -4.285 10.552 2.289
H: 4.158 -7.926 -6.465
H: 1.472 -8.211 -4.458
H: 3.433 -6.465 -8.252
C: -3.760 3.654 -0.033
C: 3.469 -3.412 -0.532
H: -0.449 -3.564 3.712
O: 5.741 -5.869 -7.188
O: 2.981 -6.230 -6.230
H: -3.394 9.365 4.199
H: 4.605 0.441 1.226
H: 3.482 -3.944 0.410
H: 0.580 -2.202 1.850
H: 2.394 1.547 3.732
H: 2.948 5.077 2.289
H: -5.394 4.502 -3.545
C: 2.854 -2.017 -0.259
C: -3.388 0.826 2.672
O: -5.370 9.995 3.969
H: 3.109 -10.682 -1.735
C: -6.165 -1.184 2.648
O: 4.843 -3.812 3.268
H: 0.481 -8.854 -3.138
H: 3.898 -7.358 -4.809
H: 3.442 -7.852 -1.088
C: -4.724 3.298 -1.144
H: 5.321 -5.379 -5.214
C: -4.632 -1.685 4.382
H: -4.534 -2.585 3.768
C: 0.515 -3.069 3.786
H: 1.454 3.986 -1.599
H: -0.156 5.207 0.705
H: 4.509 -3.265 -0.801
H: 1.562 1.303 2.233
H: -3.699 6.503 3.665
H: 3.430 6.818 -1.076
H: 4.410 -4.262 -7.151
H: 1.252 -3.783 3.439
C: 0.466 4.422 0.263
H: -6.684 -2.148 2.583
O: 6.473 -2.003 3.351
C: 1.940 5.249 1.911
F: 6.877 -3.001 0.258

LUMO level ... 1.86 eV
Kohn-Sham gap ... 0.20675 Eh
Electronic energy ... -3469.78620 a.u.
Total charge ... -1